--- a ---
This record from the OMol25 dataset describes a cluster of 17 separate species, C68H102O51 in total. The level of theory is the ωB97M-V functional and the def2-TZVPD basis.

Computed properties:
Gap between HOMO and LUMO in eV: 10.5
HOMO level in eV: -10.309

```
! RIJCOSX wB97M-V def2-TZVPD def2/J DEFGRID3
* xyz 0 1
C -4.541 4.586 -2.344
C -3.798 3.209 -2.546
C -2.646 2.882 -1.557
O -2.927 1.510 -1.229
C -4.133 1.170 -1.661
O -4.660 0.104 -1.539
O -4.691 2.132 -2.334
H -5.109 4.509 -3.268
H -3.929 5.475 -2.319
H -5.240 4.404 -1.573
H -3.425 3.105 -3.563
H -2.656 3.547 -0.661
H -1.685 2.923 -2.064
C -5.265 5.645 4.470
C -4.715 5.086 3.142
C -5.745 4.612 2.165
O -5.155 5.032 0.816
C -4.182 5.960 1.081
O -3.748 6.675 0.241
O -3.937 6.085 2.422
H -4.432 5.961 5.112
H -5.799 4.825 4.941
H -5.808 6.581 4.203
H -4.040 4.271 3.438
H -6.690 5.159 2.182
H -5.851 3.533 2.101
C -1.694 2.420 -9.828
C -1.779 0.904 -9.800
C -1.046 0.196 -8.694
O -1.955 -0.831 -8.278
C -3.202 -0.552 -8.785
O -4.237 -0.981 -8.373
O -3.088 0.447 -9.705
H -2.134 2.898 -8.986
H -2.331 2.828 -10.618
H -0.738 2.810 -9.997
H -1.320 0.588 -10.766
H -0.927 0.873 -7.875
H -0.130 -0.296 -8.865
C 6.891 0.207 -2.916
C 7.482 -0.050 -1.541
C 8.469 1.045 -0.995
O 7.993 1.347 0.311
C 6.833 0.705 0.580
O 6.283 0.766 1.647
O 6.469 -0.128 -0.463
H 6.496 1.255 -2.974
H 6.109 -0.520 -3.120
H 7.781 0.107 -3.569
H 8.039 -0.980 -1.498
H 8.584 2.031 -1.514
H 9.397 0.585 -0.918
C -3.476 -0.659 -5.221
C -3.735 -1.915 -4.482
C -3.936 -3.214 -5.323
O -2.755 -4.016 -5.107
C -2.050 -3.503 -4.025
O -1.127 -4.032 -3.535
O -2.523 -2.321 -3.622
H -4.460 -0.180 -5.369
H -2.818 -0.745 -6.112
H -3.049 0.002 -4.487
H -4.507 -1.838 -3.731
H -3.956 -3.007 -6.391
H -4.818 -3.772 -5.039
C 6.768 -3.383 2.455
C 5.522 -3.766 3.104
C 5.552 -5.056 3.965
O 5.223 -4.612 5.290
C 5.207 -3.272 5.251
O 5.213 -2.611 6.231
O 5.148 -2.823 4.017
H 6.677 -2.405 1.995
H 7.146 -4.082 1.716
H 7.644 -3.304 3.137
H 4.713 -3.941 2.447
H 6.563 -5.505 3.959
H 4.897 -5.869 3.664
C 2.647 4.108 -3.746
C 1.991 3.787 -5.031
C 1.993 2.347 -5.356
O 0.809 2.245 -6.130
C -0.023 3.188 -5.687
O -1.179 3.256 -5.965
O 0.552 4.081 -4.888
H 2.371 5.104 -3.364
H 3.686 3.996 -3.904
H 2.330 3.307 -2.994
H 2.304 4.531 -5.753
H 1.898 1.719 -4.512
H 2.823 2.162 -6.023
C -1.966 4.224 7.383
C -1.686 3.682 6.016
C -0.201 3.842 5.634
O 0.070 2.643 4.871
C -0.826 1.722 5.194
O -0.807 0.531 4.967
O -1.843 2.232 5.949
H -3.027 4.044 7.522
H -1.770 5.323 7.460
H -1.341 3.726 8.101
H -2.446 4.031 5.273
H 0.333 3.804 6.579
H 0.015 4.713 4.996
C -5.973 -1.427 5.687
C -4.937 -0.328 5.285
C -5.117 0.386 3.956
O -4.989 1.790 4.352
C -4.946 1.952 5.707
O -4.934 2.994 6.273
O -4.978 0.745 6.257
H -6.907 -1.241 5.204
H -6.176 -1.413 6.762
H -5.618 -2.406 5.328
H -3.967 -0.816 5.364
H -6.074 0.139 3.429
H -4.301 0.170 3.184
C 4.857 -3.765 -0.831
C 3.815 -2.691 -0.823
C 3.708 -1.898 0.517
O 3.409 -0.569 0.037
C 3.794 -0.358 -1.252
O 3.627 0.586 -1.963
O 4.263 -1.589 -1.712
H 4.510 -4.591 -0.195
H 5.755 -3.427 -0.290
H 5.026 -4.047 -1.882
H 2.797 -3.150 -1.176
H 4.735 -1.832 0.980
H 2.934 -2.314 1.144
C -0.759 -7.477 0.557
C 0.203 -6.904 1.588
C 1.635 -7.133 1.216
O 1.957 -5.925 0.509
C 1.032 -5.027 0.727
O 0.997 -3.866 0.405
O 0.007 -5.470 1.511
H -0.623 -6.936 -0.371
H -1.785 -7.314 0.895
H -0.612 -8.532 0.445
H 0.013 -7.216 2.623
H 1.765 -8.037 0.614
H 2.291 -7.108 2.051
C 0.602 5.891 -0.877
C 0.478 5.001 0.365
C 0.824 5.888 1.588
O -0.030 5.320 2.588
C -0.947 4.541 2.011
O -1.787 3.885 2.606
O -0.818 4.564 0.645
H 0.556 5.381 -1.841
H 1.579 6.333 -0.750
H -0.167 6.715 -0.874
H 1.128 4.113 0.190
H 0.552 6.909 1.522
H 1.881 5.785 1.831
C -2.815 -4.295 -0.574
C -3.648 -3.103 -0.348
C -5.146 -3.366 -0.236
O -5.583 -2.879 1.008
C -4.494 -2.568 1.769
O -4.565 -2.258 2.933
O -3.423 -2.601 1.046
H -3.147 -4.708 -1.569
H -3.183 -4.975 0.163
H -1.736 -4.001 -0.513
H -3.407 -2.220 -0.933
H -5.200 -4.446 -0.383
H -5.747 -2.822 -0.997
C 0.964 -3.389 -5.940
C 0.885 -1.940 -5.464
C 2.145 -1.522 -4.729
O 2.839 -0.762 -5.637
C 2.032 -0.488 -6.760
O 2.348 0.198 -7.717
O 0.900 -1.117 -6.620
H 1.832 -3.542 -6.530
H 0.060 -3.802 -6.374
H 1.187 -4.023 -5.014
H -0.065 -1.688 -4.991
H 2.675 -2.350 -4.416
H 1.744 -0.976 -3.827
C -1.151 0.763 1.307
C 0.070 0.411 0.440
C -0.134 -0.891 -0.282
O 0.004 -0.539 -1.662
C 0.085 0.788 -1.798
O 0.094 1.373 -2.846
O 0.017 1.426 -0.637
H -1.084 0.387 2.328
H -2.104 0.242 1.032
H -1.427 1.812 1.395
H 1.047 0.505 0.876
H -1.140 -1.301 -0.083
H 0.611 -1.646 -0.042
C 3.322 1.884 2.751
C 3.791 1.064 3.940
C 3.987 1.917 5.196
O 3.320 1.131 6.274
C 2.698 0.082 5.712
O 2.083 -0.737 6.335
O 2.845 0.092 4.387
H 2.754 1.336 1.955
H 4.184 2.374 2.265
H 2.584 2.589 3.119
H 4.644 0.400 3.694
H 3.531 2.900 5.108
H 5.067 2.010 5.391
C -1.372 -2.424 4.421
C 0.006 -2.519 4.893
C 0.324 -3.759 5.755
O 1.629 -4.205 5.180
C 1.820 -3.619 3.943
O 2.723 -4.031 3.236
O 0.959 -2.663 3.792
H -1.487 -3.144 3.588
H -1.512 -1.467 4.025
H -2.061 -2.598 5.226
H 0.240 -1.586 5.361
H -0.457 -4.535 5.681
H 0.545 -3.636 6.789
*
```

Atomic partial charges in e from the Mulliken method, atoms 1 to 8: number 1, C, carries -1.69; number 2, C, carries 0.43; number 3, C, carries 1.60; number 4, O, carries 0.56; number 5, C, carries -0.04; number 6, O, carries -0.59; number 7, O, carries -0.41; number 8, H, carries 0.49

=====

--- b ---
This record from the OMol25 dataset describes a cluster of 17 separate species, C68H102O51 in total. The level of theory is the ωB97M-V functional and the def2-TZVPD basis.

Computed properties:
Gap between HOMO and LUMO in eV: 9.6
HOMO level in eV: -9.757

```
! RIJCOSX wB97M-V def2-TZVPD def2/J DEFGRID3
* xyz 0 1
C -3.413 -0.402 -2.384
C -4.578 -1.109 -3.124
C -5.992 -0.863 -2.729
O -6.441 0.093 -3.615
C -5.618 0.219 -4.630
O -5.724 0.929 -5.598
O -4.595 -0.496 -4.365
H -3.599 0.431 -1.706
H -2.482 -0.237 -2.927
H -2.870 -1.173 -1.838
H -4.401 -2.166 -3.326
H -6.218 -0.594 -1.697
H -6.544 -1.761 -3.008
C -1.984 -2.314 3.375
C -3.164 -1.441 3.626
C -3.279 -0.620 4.938
O -3.402 0.700 4.550
C -3.279 0.847 3.289
O -3.415 1.869 2.678
O -3.041 -0.377 2.679
H -1.155 -1.625 3.211
H -2.143 -3.002 2.544
H -1.769 -2.876 4.283
H -4.012 -2.117 3.527
H -2.335 -0.822 5.445
H -4.026 -1.098 5.572
C 5.379 -0.104 2.612
C 5.436 1.309 3.336
C 4.066 1.765 3.783
O 4.257 1.917 5.226
C 5.383 1.344 5.638
O 5.885 1.358 6.770
O 6.059 0.818 4.560
H 4.723 -0.928 2.893
H 6.386 -0.522 2.626
H 5.080 0.086 1.581
H 5.940 2.090 2.766
H 3.221 1.096 3.618
H 3.885 2.721 3.293
C 0.108 1.373 -4.932
C 0.982 2.223 -3.946
C 1.546 3.547 -4.403
O 0.926 4.510 -3.658
C 0.122 3.941 -2.742
O -0.359 4.607 -1.788
O 0.232 2.659 -2.852
H -0.685 1.871 -5.489
H -0.529 0.701 -4.357
H 0.708 0.927 -5.725
H 1.710 1.533 -3.520
H 1.267 3.700 -5.446
H 2.632 3.626 -4.447
C 1.622 -4.048 6.446
C 2.545 -3.166 5.541
C 3.633 -2.288 6.330
O 4.698 -2.270 5.381
C 4.568 -3.327 4.507
O 5.482 -3.833 3.768
O 3.378 -4.047 4.770
H 2.249 -4.577 7.163
H 1.340 -4.852 5.765
H 0.715 -3.570 6.817
H 1.916 -2.617 4.840
H 4.058 -2.850 7.161
H 3.216 -1.313 6.583
C 1.324 2.142 8.202
C 0.304 1.317 7.372
C -0.481 2.182 6.391
O -0.235 1.507 5.147
C 0.560 0.437 5.327
O 0.895 -0.280 4.386
O 0.980 0.419 6.571
H 0.782 2.453 9.095
H 1.628 3.029 7.647
H 2.263 1.634 8.418
H -0.124 0.616 8.089
H -0.123 3.201 6.245
H -1.564 2.094 6.472
C 0.091 1.609 0.298
C 0.770 0.334 -0.111
C 0.970 -0.510 1.173
O 0.511 -1.789 0.781
C -0.038 -1.718 -0.403
O -0.473 -2.722 -1.031
O -0.090 -0.450 -0.798
H -0.924 1.443 0.658
H 0.034 2.180 -0.628
H 0.635 2.157 1.068
H 1.712 0.528 -0.624
H 0.499 -0.044 2.038
H 2.043 -0.496 1.362
C -2.496 -4.919 0.569
C -2.817 -5.853 -0.541
C -1.830 -5.958 -1.594
O -1.667 -7.410 -1.699
C -2.355 -8.123 -0.740
O -2.440 -9.285 -0.696
O -3.102 -7.206 -0.126
H -1.530 -5.093 1.043
H -3.204 -5.121 1.372
H -2.567 -3.910 0.162
H -3.681 -5.314 -0.929
H -0.845 -5.532 -1.408
H -2.210 -5.636 -2.564
C 5.699 -4.012 -1.434
C 4.714 -3.115 -2.019
C 3.560 -2.991 -1.107
O 3.449 -1.619 -0.768
C 4.357 -0.950 -1.492
O 4.477 0.225 -1.531
O 5.172 -1.864 -2.175
H 5.728 -3.951 -0.346
H 6.707 -3.597 -1.455
H 5.546 -4.991 -1.888
H 4.538 -3.620 -2.968
H 3.675 -3.614 -0.220
H 2.666 -3.339 -1.625
C -4.489 2.609 -0.444
C -5.108 3.923 -0.051
C -6.616 4.022 0.155
O -6.725 4.168 1.590
C -5.586 4.214 2.192
O -5.402 4.458 3.415
O -4.672 4.238 1.229
H -3.467 2.850 -0.738
H -4.974 2.015 -1.218
H -4.411 2.016 0.467
H -4.752 4.481 -0.917
H -7.040 3.137 -0.319
H -7.030 4.883 -0.370
C -5.676 4.012 -6.579
C -5.201 4.726 -5.347
C -6.064 4.535 -4.082
O -5.225 3.647 -3.259
C -4.004 3.491 -4.022
O -3.032 2.857 -3.517
O -3.927 4.330 -4.979
H -6.765 4.020 -6.524
H -5.276 3.030 -6.835
H -5.487 4.789 -7.319
H -5.072 5.807 -5.404
H -6.969 3.944 -4.220
H -6.287 5.556 -3.770
C 7.620 3.026 0.338
C 6.320 3.915 0.021
C 5.842 4.058 -1.513
O 4.592 3.693 -1.476
C 4.156 3.239 -0.312
O 3.031 2.846 -0.100
O 5.200 3.187 0.537
H 7.718 2.790 1.397
H 8.422 3.661 -0.036
H 7.621 2.137 -0.294
H 6.570 4.925 0.347
H 6.489 3.512 -2.201
H 5.978 5.082 -1.863
C -1.234 -7.032 -5.613
C -0.127 -5.971 -5.419
C -0.527 -4.603 -4.687
O 0.433 -4.550 -3.697
C 1.077 -5.668 -3.556
O 1.917 -5.852 -2.735
O 0.606 -6.663 -4.424
H -0.705 -7.906 -5.994
H -1.966 -6.654 -6.326
H -1.806 -7.343 -4.740
H 0.426 -5.913 -6.356
H -1.567 -4.449 -4.402
H -0.281 -3.968 -5.538
C 5.259 8.418 -0.828
C 5.428 7.769 0.641
C 4.673 8.467 1.767
O 4.000 7.475 2.472
C 4.033 6.361 1.754
O 3.605 5.265 2.178
O 4.636 6.648 0.576
H 5.805 7.710 -1.451
H 5.695 9.417 -0.785
H 4.216 8.546 -1.117
H 6.470 7.485 0.793
H 3.851 9.132 1.501
H 5.397 8.999 2.384
C -4.480 -5.766 -3.783
C -4.965 -5.218 -5.098
C -6.272 -4.279 -5.007
O -5.822 -3.158 -5.781
C -4.522 -3.324 -6.103
O -3.984 -2.747 -7.065
O -3.977 -4.314 -5.383
H -3.687 -6.462 -4.059
H -5.273 -6.412 -3.408
H -4.136 -5.028 -3.058
H -5.043 -5.875 -5.964
H -6.557 -4.095 -3.972
H -6.993 -4.946 -5.481
C 1.547 -4.477 1.735
C 1.862 -5.987 1.602
C 0.892 -6.878 0.787
O 1.638 -7.347 -0.297
C 2.902 -6.833 -0.163
O 3.924 -7.226 -0.820
O 3.120 -6.113 0.949
H 1.450 -4.169 0.694
H 2.269 -3.817 2.215
H 0.548 -4.394 2.163
H 1.890 -6.407 2.608
H 0.002 -6.345 0.455
H 0.485 -7.625 1.469
C -1.485 4.715 2.889
C -0.522 5.662 2.234
C -0.526 5.794 0.755
O -0.447 7.117 0.487
C -0.986 7.686 1.519
O -1.399 8.850 1.640
O -0.973 6.901 2.582
H -2.380 4.936 2.307
H -1.824 4.783 3.922
H -1.316 3.645 2.766
H 0.527 5.610 2.525
H -1.319 5.280 0.212
H 0.418 5.430 0.348
*
```

Atomic partial charges in e from the Mulliken method, atoms 1 to 8: number 1, C, carries -0.29; number 2, C, carries 1.86; number 3, C, carries -0.45; number 4, O, carries -0.43; number 5, C, carries 0.83; number 6, O, carries -0.67; number 7, O, carries -0.54; number 8, H, carries -0.45

=====

Stability ranking, top entry: a; the second entry is 257.3 kcal/mol less favorable.